No. 1
The following is a DFT calculation (ωB97M-V/def2-TZVPD) of C60H55BaClN2O8P3Si as an isolated structure.

Properties
LUMO energy ... 2.18 eV
Highest occupied orbital energy ... -0.1220 hartree
Charge ... -1
Kohn-Sham gap ... 5.5 eV
Energy relative to the best compared isomer or geometry (same formula, charge and spin) ... 0.0 kJ/mol
Calculated total energy ... -131441.44789 eV

Geometry (Å):
Ba1 0.2827 1.8340 0.7162
C1 6.8994 2.4235 0.0497
C2 6.1806 1.9785 1.1537
C3 4.9915 1.2630 0.9725
C4 4.5709 0.8911 -0.3062
C5 5.3522 1.2959 -1.4035
C6 6.5173 2.0734 -1.2308
P1 3.0272 -0.1027 -0.4814
C7 3.1753 -0.8325 -2.1420
C8 3.5760 -2.1376 -2.4596
C9 3.5997 -2.5808 -3.7798
C10 3.3897 -1.6983 -4.8075
C11 2.9473 -0.4151 -4.5439
C12 2.8452 0.0094 -3.2274
C13 3.2014 -1.4140 0.7323
C14 4.4862 -1.8537 1.0748
C15 4.7180 -2.8027 2.0824
C16 3.7035 -3.1726 2.9327
C17 2.4002 -2.7338 2.6184
C18 2.0949 -2.0481 1.4374
Si1 0.3501 -2.0079 0.7177
C19 0.3717 -3.3065 -0.7056
C20 1.2561 -4.3757 -0.7529
C21 1.0475 -5.4350 -1.6410
C22 0.0359 -5.3886 -2.5895
C23 -0.7160 -4.2283 -2.7178
C24 -0.5460 -3.1861 -1.8041
P2 -1.5600 -1.7282 -2.1185
C25 -1.2752 -1.0563 -3.7642
C26 -0.3114 -1.5874 -4.6506
C27 -0.1038 -1.0234 -5.9085
C28 -0.6686 0.1857 -6.2610
C29 -1.5742 0.7884 -5.3939
C30 -1.8863 0.1503 -4.1827
C31 -3.1764 -2.4386 -2.3565
C32 -4.0655 -2.0380 -3.3755
C33 -5.3595 -2.5109 -3.4337
C34 -5.7893 -3.4439 -2.4932
C35 -4.9280 -3.9254 -1.5197
C36 -3.6108 -3.4525 -1.4834
C37 -0.9429 -2.6831 1.9989
C38 -0.8495 -4.0243 2.3222
C39 -1.6094 -4.5763 3.3676
C40 -2.4771 -3.7723 4.1030
C41 -2.6789 -2.4367 3.7004
C42 -1.9657 -1.8885 2.6352
P3 -2.3054 -0.1602 2.1399
C43 -3.7184 -0.1498 0.9855
C44 -3.6048 0.6300 -0.1846
C45 -4.6509 0.6627 -1.0930
C46 -5.8474 0.0060 -0.8087
C47 -5.9668 -0.7160 0.3591
C48 -4.8963 -0.8292 1.2399
C49 -2.9838 0.8408 3.4819
C50 -3.9699 1.8311 3.2800
C51 -4.5193 2.5390 4.3386
C52 -4.2148 2.1850 5.6510
C53 -3.1370 1.3533 5.8662
C54 -2.5408 0.6703 4.8094
H1 7.7497 3.0682 0.2184
H2 6.5207 2.2051 2.1635
H3 4.4354 0.9641 1.8570
H4 5.0403 1.0344 -2.4117
H5 7.0809 2.4166 -2.0798
H6 3.8307 -2.8398 -1.6521
H7 3.7698 -3.6341 -4.0336
H8 3.5126 -2.0218 -5.8345
H9 2.5758 0.2099 -5.3502
H10 2.4753 1.0250 -3.0402
H11 5.3379 -1.4852 0.5010
H12 5.6982 -3.2243 2.1797
H13 3.8709 -3.7155 3.8457
H14 1.6052 -2.9936 3.3043
H15 2.1010 -4.4225 -0.0540
H16 1.7051 -6.2974 -1.6216
H17 -0.1659 -6.2643 -3.2065
H18 -1.4857 -4.1418 -3.4873
H19 0.3144 -2.4030 -4.3260
H20 0.6359 -1.4940 -6.5700
H21 -0.3776 0.6371 -7.1955
H22 -2.0843 1.7401 -5.6496
H23 -2.6667 0.5809 -3.5367
H24 -3.7245 -1.3460 -4.1310
H25 -6.0652 -2.1219 -4.1575
H26 -6.8045 -3.8134 -2.4947
H27 -5.2555 -4.6622 -0.7750
H28 -2.9473 -3.8649 -0.7232
H29 -0.1190 -4.6527 1.8373
H30 -1.5077 -5.6460 3.5851
H31 -2.9798 -4.1685 4.9835
H32 -3.4319 -1.8254 4.1937
H33 -2.6821 1.1900 -0.3564
H34 -4.5468 1.2706 -2.0000
H35 -6.6967 0.1367 -1.4719
H36 -6.8991 -1.2476 0.6285
H37 -4.9950 -1.4518 2.1389
H38 -4.2639 2.0660 2.2580
H39 -5.2289 3.3363 4.1355
H40 -4.7857 2.5654 6.4823
H41 -2.7070 1.2388 6.8664
H42 -1.7441 -0.0364 5.0359
C55 2.7690 4.2552 -1.6545
C56 2.4021 4.7322 -0.3247
N1 1.8517 4.0225 0.6581
C57 1.4890 4.9417 1.6470
C58 2.0285 6.1791 1.2986
N2 2.5214 6.0198 0.0447
C59 2.1263 7.5539 1.8899
O1 1.5505 7.7905 3.1077
O2 2.6289 8.4050 1.1990
C60 0.6171 4.5839 2.8599
O3 0.5695 5.4203 3.7787
O4 0.0358 3.4504 2.8068
H43 2.9837 3.1872 -1.6251
H44 3.6057 4.8364 -2.0566
H45 1.9016 4.4197 -2.3063
H46 2.9728 6.7951 -0.4325
H47 1.1135 6.9421 3.4946
O5 2.5200 0.7050 3.8335
H48 2.0818 1.3831 4.3906
H49 2.5722 -0.1005 4.3813
O6 0.1044 1.8775 -2.2198
H50 -0.3772 2.7599 -2.1370
H51 -0.4484 1.3071 -2.7842
O7 0.3414 2.0680 5.6317
H52 0.7150 2.8346 6.0902
H53 -0.1943 2.4798 4.9121
O8 -2.3481 3.4575 1.2004
H54 -2.0515 4.0362 0.4109
H55 -1.8432 3.7949 1.9978
Cl1 -0.9043 4.5003 -1.2944

Löwdin population analysis, charges in e, atoms 1 to 4: 1.51 -0.11 -0.08 -0.10

=====

No. 2
The following is a DFT calculation (ωB97M-V/def2-TZVPD) of C3H5N2P in the gas phase.

Properties
LUMO energy ... 0.59 eV
Highest occupied orbital energy ... -0.2923 hartree
Charge ... 0
Kohn-Sham gap ... 8.5 eV
Energy relative to the best compared isomer or geometry (same formula, charge and spin) ... 478.3 kJ/mol
Calculated total energy ... -15455.36547 eV

Geometry (Å):
C1 -0.2897 -0.4850 0.8582
C2 -0.0625 0.9008 0.7765
C3 -0.2822 0.0195 -1.9321
N1 0.0617 1.1094 -1.5523
N2 0.1787 1.6488 -0.3663
P1 0.3763 -1.9996 -0.0472
H1 -0.3334 -0.7722 1.9512
H2 -0.1225 1.4957 1.7336
H3 0.6167 2.5864 -0.4372
H4 0.5751 -1.5670 -1.2222
H5 -0.7183 -2.9368 0.2378

natural (NBO) population analysis, charges in e, atoms 1 to 4: -0.60 -0.03 0.24 -0.38

=====

No. 3
The following is a DFT calculation (ωB97M-V/def2-TZVPD) of a 7-piece molecular cluster, C19H42F9NO11PS2 overall.

Properties
LUMO energy (spin up / spin down) ... 0.44 / 0.36 eV
Highest occupied orbital energy (spin up / spin down) ... -0.3048 / -0.3378 hartree
Charge ... 0
Kohn-Sham gap (spin up / spin down) ... 8.7 / 9.6 eV
2S+1 ... 2
Calculated total energy ... -99810.05114 eV
<S²> ... 0.754

Geometry (Å):
C1 2.2291 0.0857 0.4169
C2 0.8320 -0.3937 0.8187
C3 0.9998 -1.8327 1.3204
C4 -0.0950 -0.4879 -0.4047
C5 -0.9780 0.7675 -0.6634
P1 -0.7282 1.1999 -2.4790
O1 -1.0757 -0.0737 -3.3805
O2 -1.8355 2.2356 -2.8968
S1 1.0749 1.7653 -2.8475
S2 -2.7513 0.4171 -0.5153
O3 -3.1528 -0.4701 -1.5730
O4 -3.4906 1.6414 -0.4725
C6 -3.1698 -0.4700 1.0782
F1 -3.7044 0.4429 1.9011
F2 -2.1132 -1.0297 1.6931
C7 -4.2491 -1.5810 0.8806
F3 -4.7449 -1.8273 2.1258
F4 -5.2759 -1.1334 0.1413
C8 -3.6971 -2.9369 0.3358
F5 -4.5996 -3.4164 -0.5422
F6 -2.5330 -2.7998 -0.3195
C9 -3.5200 -4.0445 1.4141
F7 -4.7060 -4.5512 1.7803
F8 -2.8113 -5.0469 0.8278
F9 -2.8282 -3.6306 2.4774
C10 -0.5515 1.9974 0.1367
C11 -0.1612 1.7751 1.6105
C12 -1.3487 2.1182 2.5626
C13 0.9328 2.7947 1.9389
N1 0.2491 0.3868 1.9271
O5 0.8963 0.2920 3.0201
H1 2.5664 -0.5566 -0.3844
H2 2.2585 1.1003 0.0406
H3 2.8984 -0.0718 1.2553
H4 1.6933 -1.8889 2.1446
H5 0.0194 -2.2383 1.5559
H6 1.3859 -2.4317 0.4989
H7 0.5314 -0.6641 -1.2737
H8 -0.7334 -1.3595 -0.2860
H9 -1.0896 -0.8746 -2.8459
H10 -1.4338 3.0921 -3.1062
H11 0.2487 2.5328 -0.3590
H12 -1.3972 2.6770 0.1393
H13 -1.0153 2.8221 3.3116
H14 -2.2156 2.4872 2.0308
H15 -1.6271 1.2230 3.1070
H16 1.2152 2.7597 2.9770
H17 0.4685 3.7671 1.7755
H18 1.7780 2.7462 1.2643
C14 4.5357 2.1978 4.5345
O6 3.2667 1.9069 3.9603
H19 5.1885 2.5421 3.7365
H20 4.4546 2.9845 5.2900
H21 4.9737 1.3047 4.9899
H22 2.6874 1.6006 4.6624
C15 -2.9572 5.1682 -5.5446
O7 -2.3581 4.2088 -4.6779
H23 -3.1987 6.0448 -4.9502
H24 -2.2683 5.4583 -6.3415
H25 -3.8761 4.7717 -5.9815
H26 -2.1412 3.4279 -5.1943
C16 2.5772 5.2839 -2.5192
O8 3.3110 4.7477 -1.4207
H27 1.5678 4.8863 -2.4683
H28 2.5365 6.3752 -2.4580
H29 3.0288 4.9836 -3.4684
H30 4.2033 5.0964 -1.4658
C17 -2.5639 -7.5636 -1.7241
O9 -3.7521 -6.8138 -1.5043
H31 -2.7339 -8.2089 -2.5820
H32 -1.7186 -6.9039 -1.9403
H33 -2.3262 -8.1851 -0.8562
H34 -3.5985 -6.2452 -0.7467
C18 2.7520 -2.2868 -3.1554
O10 2.4469 -0.9543 -2.7475
H35 2.9092 -2.8829 -2.2585
H36 1.9264 -2.7187 -3.7287
H37 3.6619 -2.3123 -3.7597
H38 2.3032 -0.4211 -3.5344
C19 4.7692 -2.3525 3.9505
O11 3.5046 -2.6871 3.3870
H39 5.4132 -2.0166 3.1423
H40 4.6676 -1.5468 4.6824
H41 5.2249 -3.2222 4.4312
H42 2.9378 -2.9835 4.1028

Löwdin population analysis, charges in e, atoms 1 to 4: 0.01 -0.46 -0.01 -0.12

=====

No. 4
The following is a DFT calculation (ωB97M-V/def2-TZVPD) of C3H8N2O in the gas phase.

Properties
LUMO energy ... 0.94 eV
Highest occupied orbital energy ... -0.3371 hartree
Charge ... 0
Kohn-Sham gap ... 10.1 eV
Energy relative to the best compared isomer or geometry (same formula, charge and spin) ... 113.0 kJ/mol
Calculated total energy ... -8268.15499 eV

Geometry (Å):
C1 0.4944 0.1724 1.6093
C2 0.3553 0.2385 0.0801
N1 -0.3051 1.4446 -0.3898
C3 -0.4525 -0.8708 -0.5674
N2 0.0365 -1.4639 -1.6767
O1 -1.4821 -1.1238 0.0425
H1 -0.3873 0.7029 1.9990
H2 0.2521 -0.8491 2.0334
H3 1.3588 0.5861 2.1014
H4 1.3872 0.2917 -0.2502
H5 -1.2952 1.3532 -0.5661
H6 -0.1843 2.2947 0.1375
H7 -0.6728 -1.5567 -2.4102
H8 0.8950 -1.2198 -2.1430

natural (NBO) population analysis, charges in e, atoms 1 to 4: -0.64 -0.14 -0.85 0.68

=====

No. 5
The following is a DFT calculation (ωB97M-V/def2-TZVPD) of a 9-piece molecular cluster, C54H62NO6P overall.

Properties
LUMO energy ... 0.34 eV
Highest occupied orbital energy ... -0.3378 hartree
Charge ... 0
Kohn-Sham gap ... 9.5 eV
Calculated total energy ... -80067.60501 eV

Geometry (Å):
C1 9.1855 1.9835 2.3540
C2 7.9864 1.4204 1.5840
C3 7.0500 0.6303 2.4839
O1 5.7311 0.6589 1.9421
C4 4.7585 0.4461 2.9027
O2 3.5687 0.2100 2.1543
P1 2.1866 -0.0332 2.8986
O3 2.2648 -0.1493 4.3490
O4 1.6255 -1.2515 2.0254
N1 1.0068 -2.3245 2.7635
O5 1.2673 1.1418 2.3344
C5 0.9832 2.2638 3.1780
C6 0.2228 3.2994 2.3846
O6 0.1160 4.4380 2.7730
H1 10.0397 2.1133 1.6916
H2 9.4889 1.2833 3.1373
H3 8.9406 2.9289 2.8381
H4 7.4022 2.2139 1.1160
H5 8.3542 0.7737 0.7839
H6 7.0556 1.0519 3.4974
H7 7.3621 -0.4178 2.5567
H8 4.9740 -0.4325 3.5233
H9 4.6247 1.3255 3.5447
H10 1.6919 -3.0738 2.6962
H11 0.2448 -2.5792 2.1405
H12 0.3692 1.9447 4.0237
H13 1.8966 2.7258 3.5586
H14 -0.2728 2.9786 1.4487
C7 -3.7765 1.3300 0.0521
C8 -2.3962 1.4705 0.0083
C9 -1.5884 0.6275 0.7611
C10 -2.1609 -0.3516 1.5611
C11 -3.5411 -0.4981 1.6003
C12 -4.3472 0.3429 0.8448
H15 -4.4055 1.9840 -0.5384
H16 -1.9502 2.2359 -0.6158
H17 -0.5135 0.7383 0.7288
H18 -1.5279 -1.0004 2.1548
H19 -3.9898 -1.2650 2.2198
H20 -5.4234 0.2252 0.8739
C13 12.5623 2.9858 -1.6415
C14 11.2298 3.0451 -1.2572
C15 10.7145 4.2149 -0.7159
C16 11.5321 5.3255 -0.5580
C17 12.8648 5.2661 -0.9418
C18 13.3799 4.0964 -1.4838
H21 12.9635 2.0739 -2.0652
H22 10.5926 2.1780 -1.3791
H23 9.6752 4.2613 -0.4154
H24 11.1302 6.2380 -0.1366
H25 13.5026 6.1319 -0.8181
H26 14.4190 4.0503 -1.7833
C19 -7.2855 -1.2456 -0.9869
C20 -8.6152 -1.3910 -1.3601
C21 -9.2835 -2.5791 -1.0977
C22 -8.6228 -3.6234 -0.4639
C23 -7.2934 -3.4782 -0.0931
C24 -6.6254 -2.2897 -0.3538
H27 -6.7620 -0.3199 -1.1924
H28 -9.1305 -0.5786 -1.8575
H29 -10.3204 -2.6916 -1.3890
H30 -9.1438 -4.5505 -0.2614
H31 -6.7720 -4.2942 0.3914
H32 -5.5869 -2.1760 -0.0668
C25 -2.6290 -6.4991 -2.0635
C26 -3.6683 -6.6699 -2.9677
C27 -4.6262 -5.6767 -3.1209
C28 -4.5460 -4.5132 -2.3684
C29 -3.5073 -4.3429 -1.4628
C30 -2.5483 -5.3352 -1.3110
H33 -1.8805 -7.2724 -1.9467
H34 -3.7311 -7.5778 -3.5540
H35 -5.4365 -5.8092 -3.8265
H36 -5.2915 -3.7372 -2.4855
H37 -3.4436 -3.4332 -0.8773
H38 -1.7361 -5.2011 -0.6075
C31 0.2369 -0.7668 -1.8664
C32 1.3208 -0.0896 -1.3223
C33 2.1233 0.7010 -2.1332
C34 1.8406 0.8143 -3.4884
C35 0.7592 0.1340 -4.0321
C36 -0.0430 -0.6583 -3.2213
H39 -0.3935 -1.3751 -1.2298
H40 1.5427 -0.1818 -0.2660
H41 2.9706 1.2250 -1.7088
H42 2.4659 1.4308 -4.1218
H43 0.5416 0.2207 -5.0891
H44 -0.8880 -1.1873 -3.6437
C37 -12.3869 -0.6944 -0.0552
C38 -13.2714 -1.4960 0.6535
C39 -14.6398 -1.3037 0.5226
C40 -15.1239 -0.3094 -0.3166
C41 -14.2397 0.4927 -1.0249
C42 -12.8713 0.3001 -0.8940
H45 -11.3196 -0.8443 0.0481
H46 -12.8927 -2.2703 1.3087
H47 -15.3298 -1.9285 1.0754
H48 -16.1911 -0.1597 -0.4188
H49 -14.6175 1.2688 -1.6782
H50 -12.1815 0.9262 -1.4459
C43 -1.1773 5.3727 -0.2762
C44 -0.8334 4.7551 -1.4725
C45 -1.5014 5.0820 -2.6449
C46 -2.5152 6.0302 -2.6221
C47 -2.8598 6.6490 -1.4277
C48 -2.1923 6.3196 -0.2560
H51 -0.6647 5.1094 0.6398
H52 -0.0403 4.0162 -1.4937
H53 -1.2311 4.5990 -3.5755
H54 -3.0361 6.2879 -3.5355
H55 -3.6511 7.3878 -1.4105
H56 -2.4625 6.7988 0.6763
C49 7.5238 -2.9995 0.7496
C50 6.3625 -2.8280 1.4904
C51 5.8542 -3.8826 2.2366
C52 6.5053 -5.1085 2.2410
C53 7.6657 -5.2797 1.4987
C54 8.1753 -4.2252 0.7533
H57 7.9190 -2.1767 0.1666
H58 5.8501 -1.8726 1.4792
H59 4.9498 -3.7481 2.8172
H60 6.1097 -5.9307 2.8236
H61 8.1731 -6.2358 1.5007
H62 9.0797 -4.3598 0.1738

Löwdin population analysis, charges in e, atoms 1 to 4: -0.10 -0.22 -0.22 -0.11

=====

Question: Which formula does entry 2 have?
Answer: C3H5N2P

=====

Question: Look up the charge of the second one.
Answer: 0